(1)
Below is 3 unconnected molecules or ions with the total composition C14H24F6O7 in a non-equilibrium geometry, with properties calculated with ωB97M-V/def2-TZVPD.

Last column: Löwdin charge in e.
Cartesian coordinates (Å):
C1 -3.1850 -1.9040 1.8352  -0.06
C2 -2.1057 -0.9346 1.4735  -0.17
O1 -1.0617 -1.4897 0.6190  0.05
C3 -0.1566 -2.2473 1.1612  -0.43
O2 -0.0685 -2.6176 2.2844  0.17
C4 0.9090 -2.6564 0.1087  -0.59
F1 1.1244 -1.6806 -0.7550  0.17
F2 2.0505 -2.9697 0.6572  0.20
F3 0.4254 -3.7116 -0.5329  0.18
H1 -3.8416 -1.3678 2.5220  0.09
H2 -2.7568 -2.7812 2.3185  0.08
H3 -3.7714 -2.2096 0.9678  0.08
H4 -1.5866 -0.6497 2.3893  0.11
H5 -2.5043 -0.0872 0.9254  0.13
C5 0.7276 3.6970 7.3044  -0.06
C6 -0.1433 3.0207 6.2402  -0.20
O3 0.4453 1.7622 5.8601  0.03
C7 -0.4068 0.8887 5.3142  -0.40
O4 -1.5578 1.0498 5.0916  0.18
C8 0.3570 -0.4351 5.0444  -0.54
F4 1.1034 -0.2568 3.9390  0.16
F5 1.1390 -0.8332 6.0390  0.18
F6 -0.5301 -1.4047 4.7998  0.16
H6 0.8436 2.9945 8.1346  0.08
H7 0.0922 4.5267 7.6050  0.08
H8 1.7638 3.8512 7.0137  0.08
H9 -0.2441 3.5978 5.3205  0.13
H10 -1.1373 2.9204 6.6757  0.12
C9 -2.1520 0.8680 -3.9281  -0.11
O5 -2.0975 1.3658 -5.2573  -0.17
C10 -1.6964 0.3642 -6.1696  -0.21
C11 -0.1923 0.1232 -6.3038  -0.21
O6 0.4177 -0.2939 -5.1160  -0.14
C12 1.7869 0.0128 -5.0391  -0.18
C13 2.2290 -0.5024 -3.6646  -0.21
O7 3.4754 0.0332 -3.2542  -0.18
C14 3.6806 -0.2830 -1.8897  -0.12
H11 -2.3501 1.6473 -3.1989  0.09
H12 -1.3578 0.1619 -3.6936  0.07
H13 -3.0359 0.2034 -3.8337  0.09
H14 -1.9635 0.7460 -7.1581  0.13
H15 -2.2104 -0.5865 -5.9868  0.13
H16 0.2137 1.0720 -6.6804  0.13
H17 -0.0881 -0.5842 -7.1387  0.13
H18 1.9676 1.0896 -5.0760  0.14
H19 2.4110 -0.5765 -5.7181  0.13
H20 2.3863 -1.5848 -3.7422  0.13
H21 1.4368 -0.3118 -2.9341  0.11
H22 4.6382 0.1047 -1.5494  0.09
H23 3.6857 -1.3571 -1.6980  0.08
H24 2.8917 0.2161 -1.3258  0.08

For the maximum force, the calculation gives 2.03 eV/A. Its gap between HOMO and LUMO is 10.05 eV. Its SMILES is CCOC(=O)C(F)(F)F.CCOC(=O)C(F)(F)F.COCCOCCOC. As for the lowest unoccupied orbital energy: 0.592 eV. The HOMO energy comes out at -0.3475 hartree. As for the energy relative to the best compared isomer or geometry (same formula, charge and spin): 0.5811 eV.

---

(2)
Below is a gas-phase ion, C14H24N3O5 (charge -1) in a non-equilibrium geometry, with properties calculated with ωB97M-V/def2-TZVPD.

Last column: Löwdin charge in e.
Cartesian coordinates (Å):
C1 0.2769 -1.3059 4.4945  -0.03
N1 0.2995 -0.7086 3.1503  0.05
C2 1.2595 0.0146 2.6148  -0.49
O1 2.2820 0.2190 3.2356  0.03
C3 1.0873 0.6857 1.2324  -0.14
C4 1.7823 -0.1428 0.1016  -0.09
C5 3.2955 -0.4238 0.3226  -0.42
C6 4.1529 -0.3613 -0.9704  -0.08
C7 3.6052 -1.7649 0.9724  -0.09
N2 -0.3474 0.8892 0.8614  0.13
C8 -0.8347 1.8027 0.0251  -0.42
O2 -0.1053 2.6168 -0.5789  0.01
C9 -2.3529 1.8804 -0.1024  -0.23
C10 -2.9999 2.5495 1.1027  -0.14
C11 -2.7738 1.8957 2.4778  -0.13
C12 -3.2589 0.4525 2.5759  -0.73
O3 -2.4500 -0.4743 2.3029  -0.09
O4 -4.4619 0.2892 2.7955  -0.03
N3 -2.7535 2.5610 -1.3259  0.11
C13 -2.9631 1.9351 -2.5072  -0.56
C14 -3.1704 2.7745 -3.7034  -0.01
O5 -3.0427 0.7246 -2.5837  0.05
H1 0.2491 -2.3737 4.3966  0.07
H2 1.1004 -0.9776 5.1072  0.07
H3 -0.6536 -1.0042 4.9954  0.09
H4 -0.5705 -0.8134 2.6792  0.07
H5 1.5339 1.6929 1.2990  0.16
H6 1.7066 0.4278 -0.8179  0.11
H7 1.2647 -1.0872 -0.0105  0.12
H8 3.7135 0.3330 0.9665  0.12
H9 3.8764 -1.1725 -1.6574  0.08
H10 3.9835 0.5768 -1.4803  0.07
H11 5.1799 -0.4759 -0.6655  0.06
H12 3.0998 -1.8573 1.9416  0.07
H13 3.2682 -2.5942 0.3389  0.08
H14 4.6631 -1.8986 1.1740  0.07
H15 -1.0089 0.2477 1.2673  0.08
H16 -2.7403 0.8531 -0.0990  0.16
H17 -2.6527 3.6045 1.1538  0.12
H18 -4.0857 2.6225 0.9587  0.12
H19 -1.7169 1.9791 2.7739  0.10
H20 -3.3083 2.4965 3.2345  0.11
H21 -2.7305 3.5553 -1.2470  0.13
H22 -2.4654 3.5977 -3.7654  0.08
H23 -3.0698 2.1374 -4.5774  0.08
H24 -4.1846 3.1666 -3.6827  0.08

For the maximum force, the calculation gives 2.46 eV/A. Its gap between HOMO and LUMO is 8.29 eV. Its SMILES is CNC(=O)[C@@H](CC(C)C)NC(=O)[C@@H](CCC(=O)[O-])NC(C)=O. As for the lowest unoccupied orbital energy: 3.049 eV. The HOMO energy comes out at -0.1925 hartree. The charge is -1. As for the energy relative to the best compared isomer or geometry (same formula, charge and spin): 0.0580 eV.

---

(3)
Below is a molecular structure, C14H24N4O5Zn in a non-equilibrium geometry, with properties calculated with ωB97M-V/def2-TZVPD.

Last column: Löwdin charge in e.
Cartesian coordinates (Å):
O1 -2.7474 -1.7485 -0.8106  -0.28
H1 -3.2760 -2.5344 -1.0542  0.04
Zn1 -0.7127 -0.2009 -0.1410  0.53
N1 0.9737 0.4500 -1.2559  -0.04
N2 -1.4007 0.3250 -2.0851  -0.08
O2 2.3263 0.6292 -0.8915  -0.07
O3 -2.5708 -0.1134 -2.5109  -0.15
C1 0.8436 0.5930 -2.5714  -0.27
C2 -0.4945 0.5293 -3.0600  -0.28
C3 2.1006 0.8341 -3.3053  -0.02
C4 -0.7999 0.6328 -4.5122  -0.03
H2 2.8083 0.0095 -3.1492  0.10
H3 2.5723 1.7604 -2.9556  0.10
H4 1.8999 0.9216 -4.3741  0.08
H5 -1.8794 0.6543 -4.6848  0.08
H6 -0.3695 -0.2160 -5.0691  0.09
H7 -0.3506 1.5500 -4.9233  0.08
H8 2.3553 0.5466 0.0860  0.07
H9 -2.7187 -1.0362 -1.7005  -0.03
O4 -0.9287 2.3849 0.1202  -0.06
H10 -0.0866 2.8308 0.3252  0.07
H11 -1.1617 2.6964 -0.7734  0.07
C5 -0.8362 -2.1366 -0.2520  -0.20
H12 -0.7974 -1.9431 0.8456  0.00
H13 -0.1075 -1.8851 -1.0673  0.00
H14 -1.0930 -3.1991 -0.3586  0.01
O5 2.7624 -3.5353 1.2337  -0.08
H15 2.8786 -3.9780 0.3825  0.03
H16 2.2852 -4.1898 1.7847  0.05
N3 -2.4101 0.3626 1.0700  0.05
C6 -1.9896 0.7367 2.3953  -0.22
C7 -2.8722 1.2977 3.3038  -0.01
C8 -2.4027 1.6940 4.5783  -0.07
C9 -1.0658 1.5322 4.9330  -0.03
C10 -0.1318 0.9601 4.0255  -0.15
C11 1.2209 0.6994 4.3226  -0.01
C12 2.0101 0.0472 3.3981  -0.04
C13 1.4746 -0.2810 2.1492  -0.12
N4 0.2502 0.1125 1.7817  0.06
C14 -0.6110 0.5951 2.7265  -0.15
H17 -2.9904 -0.4792 0.9946  0.10
H18 -2.8992 1.1138 0.5705  0.11
H19 -3.9294 1.4450 3.0419  0.12
H20 -3.1012 2.1295 5.3002  0.11
H21 -0.6990 1.8244 5.9212  0.11
H22 1.5963 0.9956 5.3009  0.12
H23 3.0374 -0.2272 3.6095  0.11
H24 2.0256 -0.9180 1.4595  0.11

For the maximum force, the calculation gives 4.41 eV/A. Its gap between HOMO and LUMO (spin up / spin down) is 3.80 / 2.93 eV. As for the lowest unoccupied orbital energy (spin up / spin down): -0.407 / -0.807 eV. The HOMO energy (spin up / spin down) comes out at -0.1545 / -0.1374 hartree. As for the energy relative to the best compared isomer or geometry (same formula, charge and spin): 4.2399 eV.